Here is C4H14N4O as an isolated structure at a distorted geometry from OMol25. Energies are from ωB97M-V/def2-TZVPD.

Positions of all 23 atoms, in Å:
C: -1.5670 0.3562 0.6021
C: -1.5982 1.5920 -0.2529
N: -0.7053 -1.0766 -0.0419
N: -1.3689 -2.0992 -0.8066
H: -0.4989 -1.5214 0.8552
H: -2.3192 -2.2056 -0.4538
H: -1.3707 -1.7670 -1.7680
H: -2.5510 -0.1197 0.5355
H: -1.3824 0.5460 1.6587
H: -2.5586 2.1048 -0.1408
H: -0.8567 2.3310 0.0400
H: -1.5069 1.3287 -1.3071
C: 1.5374 0.0332 0.4170
N: 1.5451 1.4154 0.0668
N: 2.4058 -0.3941 1.4556
C: 1.0569 -0.8750 -0.5825
O: 0.7657 -0.3475 -1.8411
H: 0.5186 0.5720 -1.6023
H: 1.5603 2.0330 0.8703
H: 2.3174 1.6926 -0.5384
H: 3.0821 -1.1064 1.1915
H: 1.9340 -0.6499 2.3123
H: 1.5604 -1.8424 -0.6699

Summary:
Energy above the lowest of the compared OMol25 structures with the same formula, charge and spin (kcal/mol): 115.0
Charge: 0
Electronic energy (eV): -12377.9565
Spin multiplicity: 1
Frontier orbital gap (alpha / beta) (eV): 6.65 / 6.65
Highest occupied orbital energy (alpha / beta) (eV): -5.866 / -5.867